No. 1
The following is a DFT calculation (ωB97M-V/def2-TZVPD) of C20H37Cl3N6OTi as an isolated structure in a non-equilibrium geometry.

The spin multiplicity is 3. The frontier orbital gap (alpha / beta) comes out at 6.50 / 8.12 eV. For the strongest force on any atom, the calculation gives 1.2 eV Å⁻¹. Its net charge is +2.

Each line ends with the natural charge from an NBO analysis.
Positions of all 68 atoms, in Å:
Ti -0.62019 -1.09351 -0.16650  1.1560
Cl 1.25391 -0.11464 -1.87393  0.0759
Cl 6.31407 0.41246 -0.04414  0.0519
Cl 2.18152 0.45145 3.41547  0.0311
O 0.54599 0.16895 0.96787  -0.8741
N -1.45125 -1.65155 1.78587  -0.7145
N -2.26920 0.41371 -0.48389  -0.7042
N 1.91598 4.97574 0.91488  -0.4945
N 0.56031 -2.98290 0.14778  -0.7053
N 0.31040 2.85871 -0.19887  -0.6088
N -1.48813 -1.83244 -2.05611  -0.7086
C -3.61628 0.15905 0.08462  -0.2220
C 2.77267 0.33661 1.78958  -0.1196
C -3.73759 -1.09105 0.96828  -0.4040
C 3.73877 0.15362 -0.81399  -0.2416
C -1.15321 -3.09094 1.95911  -0.2256
C 0.64065 4.54605 1.59774  -0.2389
C 0.30689 -3.35807 1.56681  -0.2274
C -0.83190 -2.80878 -2.94099  -0.2092
C -2.36651 -0.79227 -2.65335  -0.2300
C 1.52500 3.30814 -0.85508  -0.2544
C 1.82934 0.18151 0.75446  0.3264
C -2.22940 0.57960 -1.95243  -0.2197
C 0.33420 -3.57414 -2.27909  -0.4175
C 0.36942 3.08979 1.23284  -0.2511
C -2.79306 -1.17936 2.17013  -0.2157
C 4.13682 0.40386 1.55292  -0.2320
C 4.61434 0.31851 0.25282  -0.0651
C 0.17985 -4.04009 -0.82500  -0.2173
C 1.85272 4.77363 -0.57888  -0.2391
C 2.38924 0.08758 -0.53674  -0.1239
H -1.57783 -3.51659 -3.31866  0.2049
H 0.95881 -2.75594 2.20547  0.2240
H -1.27829 1.04324 -2.21444  0.2155
H -3.21404 -1.82969 2.94260  0.2164
H 4.82255 0.51106 2.38134  0.2583
H 1.55310 -2.80054 0.02808  0.3990
H 2.69174 4.42405 1.29041  0.4340
H 1.07373 5.44566 -0.94159  0.2234
H 2.12156 5.95143 1.13093  0.4447
H -4.32472 0.06589 -0.74135  0.2139
H -3.61009 -1.99334 0.35704  0.1948
H -0.13718 5.21979 1.23548  0.2217
H 2.81192 5.08147 -0.99255  0.2438
H 1.45415 3.15426 -1.93222  0.2445
H 1.16491 2.46155 1.64438  0.2256
H -3.03768 1.23320 -2.30189  0.2099
H -0.85408 -4.34007 -0.62368  0.1979
H 0.77612 4.69697 2.66762  0.2432
H -2.05876 -2.37610 -1.39990  0.3684
H 0.49711 -4.45841 -2.89795  0.2494
H -3.92590 1.03658 0.65946  0.2093
H -0.50054 3.31388 -0.60756  0.3625
H -0.74343 -1.12971 2.30968  0.4115
H 0.55406 -4.41206 1.73022  0.2217
H -1.85344 1.22178 -0.03632  0.3922
H -0.55103 2.75955 1.71389  0.2360
H -2.67377 -0.18853 2.61556  0.2109
H -0.44282 -2.26417 -3.80361  0.2205
H -4.76895 -1.11602 1.32964  0.2466
H 0.79759 -4.92572 -0.64518  0.2201
H -2.09021 -0.68427 -3.70313  0.2315
H 1.25068 -2.98274 -2.34429  0.2190
H -1.82229 -3.67780 1.32218  0.2015
H 2.35064 2.68046 -0.49903  0.2166
H -3.40712 -1.12703 -2.62986  0.2114
H -1.32846 -3.40556 2.99342  0.2223
H 4.10659 0.07423 -1.82642  0.2562

Atoms 1-2, force components in eV/Å:
1.013 0.581 0.104
0.230 0.053 0.175

=====

No. 2
The following is a DFT calculation (ωB97M-V/def2-TZVPD) of C20H37MgN2O4SSi as an isolated structure in a non-equilibrium geometry.

The frontier orbital gap comes out at 8.00 eV. For the strongest force on any atom, the calculation gives 1.6 eV Å⁻¹. Its net charge is +1.

Each line ends with the natural charge from an NBO analysis.
Positions of all 66 atoms, in Å:
S 1.59297 1.90496 0.89572  -0.7034
Si -0.27239 -0.06086 2.88471  2.5579
Mg 0.21239 0.25014 0.08156  1.7253
O -0.68734 1.37269 2.19575  -0.9809
O -0.25379 -1.02377 1.50235  -1.0627
O -1.52579 -0.55397 3.74165  -0.9685
O 1.11693 -0.02585 3.66444  -0.9744
N -0.78750 3.27601 0.96023  -0.6504
N -0.20612 1.29415 -1.73245  -0.6358
C -1.91386 -1.22521 5.99601  -0.6233
C 2.93762 -1.11091 2.42087  -0.6455
C -1.48357 2.65322 -0.15044  -0.2715
C 2.55579 -1.49498 4.87129  -0.6216
C 0.47516 1.13290 -2.86462  0.0551
C -1.45347 1.18273 5.45216  -0.6515
C -2.32003 -2.23910 1.23088  -0.6408
C -0.79859 -2.34134 1.31917  0.2834
C -0.69322 2.50000 -1.43264  0.2391
C 3.33813 0.74726 4.04821  -0.6327
C -3.59025 0.12548 4.70023  -0.6213
C -0.39505 -3.27111 2.46162  -0.6493
C 0.51861 3.31070 2.98666  -0.6506
C -0.50851 3.58880 -2.28073  -0.2328
C -2.10599 -0.10661 4.97455  0.2859
C 2.48101 -0.47806 3.73258  0.2991
C -0.24233 -2.87010 -0.00346  -0.6423
C 0.71241 2.16702 -3.75332  -0.2384
C 0.06415 2.47669 1.79295  0.3456
C 0.20433 3.42369 -3.45615  -0.1130
H -1.83910 1.66707 0.18573  0.1959
H -0.34052 3.78957 3.44794  0.2240
H 2.34103 -1.99004 2.18948  0.1942
H -0.63748 -2.28398 -0.83820  0.1922
H 1.23382 4.06311 2.66818  0.2317
H -4.08038 0.50500 5.59250  0.2223
H -0.92228 4.55111 -2.01774  0.2350
H 2.20189 -1.04219 5.79338  0.2193
H -2.35993 3.27681 -0.35603  0.2415
H 0.84835 -2.82464 -0.00696  0.2196
H 2.86586 -0.39232 1.60290  0.2274
H -0.81789 -4.25803 2.29470  0.2361
H -3.70497 0.84653 3.89490  0.2157
H 3.01524 1.20788 4.97902  0.2154
H -4.06999 -0.80513 4.41033  0.2127
H 0.99321 2.65415 3.71072  0.2327
H 3.26097 1.47609 3.24436  0.2342
H -1.94099 1.53294 6.35751  0.2339
H -1.54417 1.94169 4.68035  0.2190
H 4.37756 0.45043 4.15017  0.2196
H -2.60702 -1.59522 0.39625  0.2005
H -0.54597 -3.90528 -0.13632  0.2530
H 1.27343 1.99195 -4.65558  0.2436
H 0.68686 -3.36917 2.51410  0.2176
H -0.85335 -1.41942 6.13799  0.2139
H 3.97604 -1.41563 2.51866  0.2317
H -2.35381 -0.93662 6.94634  0.2236
H -2.39584 -2.13575 5.64639  0.2135
H 3.58064 -1.82647 5.01448  0.2233
H 0.82039 0.12986 -3.07981  0.2045
H -0.76600 -2.88581 3.40656  0.2390
H -0.39924 1.01711 5.65812  0.2215
H -0.33772 4.14688 0.70863  0.3873
H 0.36060 4.25579 -4.12596  0.2395
H -2.74603 -3.22630 1.07582  0.2321
H 1.93229 -2.35670 4.64813  0.2055
H -2.71526 -1.82006 2.15187  0.2468

Atoms 1-2, force components in eV/Å:
0.382 -0.061 -0.003
0.317 0.431 0.765

=====

No. 3
The following is a DFT calculation (ωB97M-V/def2-TZVPD) of C20H37N2O2P2SiSn as an isolated structure in a non-equilibrium geometry.

The frontier orbital gap comes out at 5.96 eV. For the strongest force on any atom, the calculation gives 4.9 eV Å⁻¹. Its net charge is +1.

Each line ends with the natural charge from an NBO analysis.
Positions of all 65 atoms, in Å:
Sn 0.01996 -0.01684 0.46893  0.9106
P -2.32134 0.28953 -0.41965  0.9110
P 2.55314 -0.35353 -0.31439  0.9130
Si 0.78739 1.86490 3.36891  1.8273
O -2.01096 -2.05191 -3.12812  -0.9604
O -0.09241 -2.60570 -1.33663  -0.9846
N 0.37972 1.16900 -1.70749  -0.5389
N -0.34396 0.81138 2.36520  -1.2837
C 2.77229 1.15776 -1.30703  -0.7691
C 2.55684 1.49287 2.88536  -1.1464
C -3.10805 -1.35405 3.50211  -0.1909
C -0.56747 1.90130 -3.85181  -0.2482
C -2.36211 1.34604 3.71315  -0.2977
C -1.91663 -0.93049 2.92533  -0.3191
C 1.57086 1.51455 -2.14970  0.2462
C -3.42130 -1.13804 -0.34458  -0.9547
C -0.69050 1.26076 -2.58683  0.2736
C -1.51807 0.42151 3.03346  0.2535
C 1.74529 2.17606 -3.36033  -0.2502
C 0.66813 2.41070 -4.22816  -0.1143
C -3.21190 1.72399 0.14609  -0.9684
C 0.61347 1.43691 5.17055  -1.1446
C 0.37933 3.65236 3.04063  -1.1427
C -3.56464 0.89412 4.27610  -0.1908
C 2.64062 -1.65951 -1.56237  -0.9480
C -3.93396 -0.44954 4.18293  -0.2420
C 4.07569 -0.54855 0.66670  -0.9440
C -1.96911 0.64063 -2.21177  -0.8164
H -2.84978 1.11587 -2.67097  0.2555
H 3.94347 -1.35837 1.37702  0.2543
H -2.97124 -2.03918 -0.80470  0.2692
H -3.61471 -1.33949 0.71252  0.2690
H -2.04489 2.38410 3.79676  0.2183
H 4.92638 -0.79745 -0.01353  0.2395
H 0.63625 0.32940 5.31462  0.2514
H -1.26811 -1.65376 2.43364  0.2238
H 0.65641 3.94849 2.03152  0.2342
H 1.42639 1.85738 5.73580  0.2468
H -1.46874 1.96883 -4.46405  0.2376
H 2.77089 0.42352 2.88518  0.2403
H -4.37066 -0.91872 -0.85126  0.2546
H -3.47357 1.57032 1.18272  0.2665
H 3.55985 -1.53786 -2.14833  0.2381
H 3.00819 2.01332 -0.64604  0.2636
H 2.75916 2.50285 -3.63215  0.2349
H 2.65149 -2.63476 -1.07216  0.2600
H -0.31804 -3.54982 -1.33452  0.4955
H 1.76942 -1.64586 -2.22336  0.2682
H -1.72168 -2.02267 -4.05042  0.4793
H -3.41576 -2.39094 3.45252  0.2188
H -4.88247 -0.77445 4.62553  0.2257
H -0.33511 -2.19107 -0.56590  0.4741
H 2.85401 1.93972 1.95569  0.2204
H 3.19104 1.95509 3.70261  0.2592
H -1.18162 -2.17044 -2.62464  0.4949
H -1.93886 -0.37346 -2.64883  0.3290
H 4.32998 0.36612 1.22087  0.2614
H 0.98003 4.26436 3.75842  0.2460
H -2.59022 2.62211 0.05752  0.2537
H 3.64560 1.00314 -1.94661  0.2472
H -4.17849 1.63326 4.79071  0.2240
H -4.13216 1.84178 -0.45844  0.2374
H -0.67594 3.88684 3.20391  0.2405
H 0.78472 2.90026 -5.15593  0.2360
H -0.33393 1.79029 5.59648  0.2513

Atoms 1-2, force components in eV/Å:
-0.495 -2.550 1.432
-0.214 1.395 -0.960

=====

No. 4
The following is a DFT calculation (ωB97M-V/def2-TZVPD) of an isolated ion of composition C20H37N2O3S and charge +1.

Its structure (SMILES) is CCCCCCC[N@H+](CC)CCC[C@@H](O)c1ccc(NS(C)(=O)=O)cc1. The frontier orbital gap comes out at 9.76 eV. For the strongest force on any atom, the calculation gives 0.9 eV Å⁻¹. Its net charge is +1.

Each line ends with the natural charge from an NBO analysis.
Positions of all 63 atoms, in Å:
S -0.71581 -2.73191 -0.93432  2.3034
O -0.48567 -1.36650 -1.37541  -1.0035
O 0.35931 -3.33640 -0.21515  -0.9187
O -3.11956 3.41575 -0.29990  -0.7304
N 0.52906 1.23712 -1.33269  -0.4059
N -2.10412 -2.76624 0.01368  -0.8675
C -2.80854 0.37260 1.82171  -0.1991
C -1.47254 3.06636 1.39876  -0.4130
C 2.08912 0.00770 0.21639  -0.4154
C 3.56363 -0.29440 0.49931  -0.3965
C 5.36813 -0.39870 3.87389  -0.6099
C -0.35410 2.18436 0.83123  -0.4244
C 1.92408 1.12476 -0.81213  -0.2215
C -3.21635 0.66659 -0.51762  -0.2246
C -2.90172 2.71992 0.91323  0.0815
C 4.28742 0.84307 1.21825  -0.4007
C -3.03439 1.22137 0.74217  -0.0516
C -2.58054 -0.97458 1.61699  -0.2501
C -1.16875 -3.73440 -2.34712  -0.8530
C -2.60715 -1.49004 0.32618  0.1915
C 0.51705 1.39225 -2.81215  -0.2071
C 5.75158 0.51634 1.52280  -0.3885
C 5.97136 -0.64328 2.49568  -0.3970
C -0.23800 2.32929 -0.68233  -0.2428
C -3.01909 -0.68394 -0.72596  -0.2210
C -0.87231 1.23876 -3.40734  -0.6370
H -2.74641 0.77752 2.81999  0.2254
H 1.15536 0.60873 -3.22357  0.2215
H 6.26161 0.28650 0.58446  0.2017
H 6.21963 1.41045 1.94026  0.2061
H 0.94476 2.36626 -3.06101  0.2207
H -1.96284 -3.36386 0.81595  0.4232
H -1.33180 0.33040 -3.02666  0.2268
H 0.24495 3.27684 -0.93401  0.2188
H -1.40981 -4.72125 -1.97586  0.2626
H -3.60562 3.07624 1.67823  0.1940
H -1.24454 2.34028 -1.09566  0.2555
H 4.28169 -0.38011 3.83356  0.1917
H 3.76552 1.07609 2.14731  0.1989
H -0.56329 1.14256 1.07706  0.2216
H 0.05802 0.32489 -1.14930  0.4970
H -3.47520 1.30107 -1.35168  0.2301
H 4.07875 -0.51950 -0.43657  0.1992
H 5.56689 -1.56640 2.07747  0.1923
H 2.21426 2.08884 -0.39385  0.2206
H -0.32412 -3.78011 -3.02320  0.2610
H -2.33560 -1.61795 2.44880  0.2252
H -1.29181 4.10723 1.12887  0.2326
H -3.12680 -1.10847 -1.71077  0.2168
H -4.06521 3.50673 -0.45314  0.4862
H 5.66382 -1.19091 4.55685  0.2191
H -1.44551 2.98899 2.48471  0.2277
H 2.59009 0.91172 -1.65033  0.2206
H -0.78631 1.15540 -4.48712  0.2435
H 5.71671 0.54840 4.27953  0.2052
H 7.04835 -0.78452 2.60490  0.2118
H 4.27213 1.74037 0.59524  0.1923
H 1.60067 0.27159 1.15402  0.2092
H -1.51144 2.08975 -3.19292  0.2215
H 0.57642 2.47299 1.32156  0.2210
H 1.61761 -0.89930 -0.16740  0.2304
H 3.60244 -1.18982 1.11813  0.2207
H -2.02454 -3.27827 -2.82532  0.2500

Atoms 1-2, force components in eV/Å:
0.318 0.012 -0.212
-0.363 -0.593 -0.293